Entry 1:
Formula: C35H59Cl52F6O5PS
Source: OMol25
Level of theory: ωB97M-V/def2-TZVPD

The geometry in XYZ format:
```
159
Properties=species:S:1:pos:R:3
Cl 4.93 -7.85 -1.45
Cl -8.99 -1.52 -0.91
Cl -5.50 -1.65 2.32
Cl -11.65 3.92 -2.02
Cl -5.80 -0.60 -0.38
Cl 3.66 2.45 -3.62
Cl 10.63 2.77 -3.99
Cl 10.66 -3.81 5.30
Cl -11.61 3.28 -6.35
Cl -5.06 2.95 -7.01
Cl -3.40 7.67 5.39
Cl -0.55 7.97 5.91
Cl -7.93 9.07 -8.03
Cl 2.11 0.66 5.63
Cl 5.77 -6.09 6.92
Cl 6.04 1.99 -1.99
Cl -4.84 2.09 -2.80
Cl -6.23 12.16 -5.49
Cl 3.01 -0.36 -5.40
Cl 3.65 -1.93 -7.77
Cl -3.21 1.55 3.42
Cl -7.29 1.97 3.86
Cl -9.83 5.69 -0.60
Cl 8.06 -4.76 4.40
Cl 5.30 0.03 7.51
Cl -2.81 1.16 -0.93
Cl 5.51 -9.10 1.12
Cl -8.12 1.87 -4.11
Cl 10.17 -1.41 1.87
Cl -0.20 -1.06 5.17
Cl 4.73 -2.82 7.29
Cl -1.67 4.01 3.72
Cl 3.52 -6.34 5.08
Cl 6.95 3.21 5.70
Cl 7.56 -2.36 0.97
Cl -8.35 -3.09 -3.28
Cl 8.31 -6.86 -0.76
Cl -1.01 3.89 -8.62
Cl -6.28 9.29 -4.98
Cl -6.03 0.11 -5.12
Cl -7.44 3.41 -8.64
Cl -6.99 0.92 6.57
Cl 1.68 -1.33 11.46
Cl 9.92 0.37 -2.50
Cl 3.77 -3.09 10.45
Cl 6.31 4.79 8.07
Cl -10.02 10.83 -7.01
Cl -0.42 2.64 -6.05
Cl -10.07 5.74 -6.06
Cl -4.58 4.28 0.82
Cl 8.01 -5.81 -3.46
Cl -7.45 3.85 0.57
S 4.90 -1.22 -3.02
P 5.41 -1.69 -1.16
F -0.07 -1.88 -1.59
F 2.33 -0.65 -0.21
F -0.36 -0.76 0.52
F 2.17 -2.10 1.67
F -0.15 -3.89 1.69
F -2.02 -2.81 0.67
O 4.84 -3.21 0.94
O 6.31 -4.50 2.52
O -1.61 -4.49 -1.89
O -0.09 -5.67 -0.43
O 2.23 -3.89 -1.65
C 5.86 -4.23 1.26
C 9.02 -2.75 1.89
C 2.70 -3.08 -0.70
C -6.44 4.02 -7.31
C -6.64 0.66 4.85
C -5.90 3.13 1.03
C 4.47 -9.12 -0.31
C -5.78 10.87 -4.37
C 5.28 -6.24 5.23
C 2.46 -1.63 -6.50
C -9.13 9.32 -6.76
C 4.66 3.06 -2.30
C 0.22 -2.00 -0.11
C 4.95 -4.61 -1.04
C -7.23 0.37 -3.85
C -3.11 1.86 -2.52
C 1.45 -0.68 4.68
C -5.15 -1.91 0.61
C 1.83 -2.01 0.20
C -9.99 4.00 -6.33
C 9.51 -5.15 5.32
C 4.36 -3.15 -0.46
C 9.71 2.12 -2.63
C -0.61 -3.30 0.42
C -1.47 2.62 -7.48
C -9.54 -2.79 -2.01
C -0.77 -4.53 -0.67
C -10.23 4.96 -2.16
C -1.59 2.26 3.45
C 8.66 -7.12 -2.47
C -1.90 6.83 5.78
C 2.57 -2.83 11.72
C 4.15 -1.26 7.88
C 5.76 3.52 6.97
C 6.28 -4.99 -0.14
H 3.20 -1.03 7.41
H -9.39 4.37 -2.50
H 4.06 3.12 -1.39
H -1.10 2.07 2.49
H 1.45 -0.40 3.63
H 4.03 -1.32 8.97
H -9.70 -3.71 -1.44
H 9.49 -3.63 1.44
H -8.62 9.37 -5.79
H 2.30 -2.55 -5.93
H 7.34 -4.70 -0.54
H 9.23 -5.37 6.35
H -5.55 0.62 4.71
H 1.86 -3.67 11.72
H 6.84 -2.01 -1.21
H -7.93 -0.47 -3.85
H -4.06 -1.95 0.47
H 5.63 -5.37 4.67
H 9.99 -6.03 4.87
H 8.22 -8.07 -2.78
H -10.48 -2.48 -2.47
H -9.84 8.49 -6.76
H -7.08 -0.28 4.54
H 5.33 -0.49 -0.32
H 4.15 -5.40 -0.64
H 8.65 2.34 -2.78
H -9.50 3.80 -7.29
H -6.72 0.42 -2.89
H -5.60 -2.86 0.29
H -5.72 2.25 0.40
H -5.95 2.83 2.08
H 1.52 -1.32 -6.96
H 9.75 -7.16 -2.61
H 10.05 2.59 -1.71
H -1.01 1.80 4.26
H -2.50 2.78 -7.16
H -2.02 6.31 6.74
H -1.37 1.65 -7.97
H -6.06 5.02 -7.58
H 4.56 -10.09 -0.80
H -10.44 5.76 -2.88
H 2.08 -1.57 4.83
H -1.59 -5.39 -2.36
H 5.04 4.05 -2.56
H 6.14 -6.15 0.04
H -9.41 3.54 -5.52
H 8.74 -2.97 2.92
H -6.28 11.05 -3.41
H 5.72 -7.15 4.81
H -1.68 6.11 5.00
H -4.70 10.87 -4.23
H -2.71 1.19 -3.29
H -2.61 2.83 -2.59
H 5.12 -4.64 -2.22
H -7.04 4.09 -6.41
H 5.60 2.60 7.54
H 3.44 -8.96 0.01
H 4.82 3.83 6.51
H 3.08 -2.78 12.69
```

Summary:
Molar mass: 2580.44 Da
Energy: -27013.4986 a.u.
Frontier orbital gap: 6.5 eV
HOMO level: -8.8 eV
Energy above the lowest of the compared OMol25 structures with the same formula, charge and spin: 187.4 kcal per mole
Total charge: 0

Here are the Mulliken charges for atoms 1 to 8, given in e:
1. Cl -0.060
2. Cl -0.074
3. Cl -0.128
4. Cl -0.157
5. Cl -0.059
6. Cl -0.095
7. Cl -0.169
8. Cl -0.161

=====

Entry 2:
Formula: C35H59N5O18
Source: OMol25
Level of theory: ωB97M-V/def2-TZVPD

The geometry in XYZ format:
```
117
Properties=species:S:1:pos:R:3
O 1.38 0.28 0.76
O 1.01 1.95 -0.49
O -0.02 4.95 -1.38
O 7.12 -1.25 -1.71
O -0.61 2.58 -5.39
O -2.61 1.06 -4.10
O -2.30 3.84 -0.26
O 0.52 -2.77 2.10
O -2.87 -1.71 2.46
O -1.11 -6.84 0.56
O 2.89 2.87 2.50
O 0.82 -1.86 -0.61
O -8.47 2.22 0.90
O -1.05 -5.92 -2.16
O -4.92 4.65 2.77
O -0.37 -0.09 -5.86
O -3.32 2.40 2.76
O -6.57 0.22 0.16
N 3.68 -2.44 -1.31
N -3.90 -5.32 3.02
N 0.98 1.43 0.60
N 2.62 3.20 5.17
N 2.66 -1.66 -4.24
C 8.34 -1.76 -1.98
C -5.40 3.49 2.30
C -0.31 3.74 -3.36
C 6.15 -2.19 -1.67
C -7.25 2.29 1.20
C 4.61 -1.04 0.14
C -2.04 -0.85 3.15
C 1.39 0.18 -3.16
C -0.76 -5.57 0.24
C 2.14 4.22 4.21
C -5.27 -3.48 2.28
C 0.93 -0.66 -5.58
C -2.03 1.96 -3.56
C -0.99 2.87 -4.12
C -2.52 2.48 -2.27
C -6.27 1.23 0.98
C 3.96 2.59 1.63
C -4.44 2.39 2.21
C -1.50 -1.01 -5.98
C 0.15 -3.44 1.11
C -0.75 -5.19 -1.22
C -0.39 -4.72 1.24
C 4.79 -1.57 -1.31
C -3.80 -4.07 2.33
C 1.34 -1.06 -4.15
C 0.22 2.16 1.65
C -4.95 1.30 1.49
C -1.81 3.38 -1.47
C -0.61 4.05 -1.98
C 2.12 5.59 4.92
C -6.70 3.44 1.87
C 2.85 4.27 2.85
C -2.85 -3.05 3.03
C 0.15 -3.01 -0.37
C -0.31 -3.74 -1.41
H 3.85 4.65 3.05
H -3.48 2.09 -1.96
H 0.60 4.13 -3.80
H 5.02 -0.03 0.14
H 1.10 -1.43 0.20
H -2.11 0.04 2.52
H 4.92 3.00 1.95
H 8.61 -2.65 -1.43
H -1.84 -1.58 -5.12
H 3.68 -2.98 -0.46
H -4.23 0.54 1.24
H -4.16 -5.06 3.96
H 1.85 5.54 5.98
H -1.79 -3.29 3.11
H -4.02 4.50 3.05
H 0.38 0.57 -3.06
H -3.21 -2.89 4.05
H 2.72 -2.32 -5.01
H -3.02 -5.81 3.08
H 2.38 2.33 4.73
H -5.99 -4.23 1.96
H 2.40 4.89 2.08
H -0.65 1.63 -5.48
H 9.11 -0.99 -1.93
H 3.73 3.04 0.66
H 1.08 -1.51 -6.26
H -2.30 -0.44 -6.46
H 5.28 -1.60 0.78
H 0.57 -1.68 -3.71
H -7.45 0.28 -0.22
H -0.06 -3.49 -2.43
H 6.05 -2.64 -2.65
H 3.87 1.51 1.53
H 1.96 1.04 -3.52
H 6.41 -2.94 -0.92
H 0.37 1.67 2.61
H -7.43 4.22 2.02
H -0.33 -5.09 2.25
H 1.63 0.11 -5.90
H -1.00 -1.13 3.29
H 1.79 -0.07 -2.17
H 2.96 -1.74 -1.20
H 2.88 -2.18 -3.40
H -2.37 -0.74 4.19
H -1.54 -7.33 -0.15
H 3.63 3.13 5.10
H 1.51 6.42 4.58
H -5.61 -3.23 3.29
H -1.63 4.30 0.25
H 3.17 5.87 5.00
H -3.59 -4.22 1.27
H -1.12 -1.89 -6.50
H 1.12 3.87 4.08
H -5.42 -2.60 1.66
H -0.85 2.06 1.45
H 8.20 -2.16 -2.99
H 4.74 -0.80 -2.08
H 0.33 3.24 1.71
H 3.60 -0.91 0.53
```

Summary:
Molar mass: 837.87 Da
Energy: -2996.7743 a.u.
Frontier orbital gap: 6.8 eV
HOMO level: -9.0 eV
Total charge: 0
SMILES: O=C1C=C(O)C(=O)C=C1O.O=C1C=C(O)C(=O)C=C1O.O=C1C=C(O)C(=O)C=C1O.C[N+](=O)[O-].COC[C@H](C)N.COC[C@H](C)N.COC[C@H](C)N.COC[C@H](C)N

Here are the Mulliken charges for atoms 1 to 8, given in e:
1. O -0.959
2. O -0.487
3. O -0.679
4. O -0.288
5. O -0.559
6. O -0.568
7. O -0.488
8. O -0.679

=====

Entry 3:
Formula: C35H60IN2O9PS2
Source: OMol25
Level of theory: ωB97M-V/def2-TZVPD

The geometry in XYZ format:
```
110
Properties=species:S:1:pos:R:3
I -5.18 -0.65 -1.18
S -4.18 6.30 -1.52
S -0.01 3.52 -0.12
P -4.33 5.07 -0.01
O -1.50 -3.21 2.67
O 0.56 -4.43 5.12
O 2.79 0.29 -3.21
O 3.68 -2.00 -5.04
O 3.47 1.41 1.21
O -2.32 -3.53 5.60
O 2.89 1.15 4.19
O 5.53 0.43 -5.28
O 5.90 1.03 3.60
N -1.45 4.18 -0.03
N -0.41 2.01 -0.53
C -3.91 1.02 -0.91
C 1.61 -3.97 5.94
C -6.29 2.62 -3.20
C 6.93 0.32 -5.20
C -2.29 -3.68 1.60
C 3.72 0.02 3.95
C -1.82 -0.41 -1.22
C 6.83 1.82 4.30
C -7.33 1.51 -3.46
C -2.55 0.85 -0.92
C 4.95 -0.32 -6.34
C 1.44 0.70 -3.20
C -1.26 -2.19 -2.76
C -1.73 1.99 -0.60
C -2.15 -2.26 3.49
C -2.35 3.24 -0.33
C -6.59 3.25 -1.84
C -4.55 2.30 -0.64
C 2.96 -1.08 -2.86
C -6.05 2.43 -0.66
C -1.76 -2.41 4.94
C 2.62 2.24 1.98
C 3.09 2.33 3.42
C -0.91 -0.92 -0.30
C -6.44 3.72 -4.27
C -0.45 -5.14 5.82
C -0.37 -2.70 -1.83
C -1.97 -1.04 -2.45
C 4.03 -1.75 -3.69
C -0.20 -2.06 -0.61
C 5.15 0.16 4.43
C 2.79 0.60 0.27
C -1.84 -4.82 5.28
C -3.76 3.38 -0.36
C 3.61 -0.90 -5.94
H -8.23 1.93 -3.88
H -3.24 -2.34 3.39
H 1.22 -3.46 6.83
H 3.17 -1.32 -6.85
H 7.25 -0.72 -5.26
H -5.88 3.48 -5.18
H 0.52 -2.49 0.07
H -1.85 -1.25 3.15
H 6.38 2.29 5.19
H 4.80 0.35 -7.19
H -5.61 4.95 0.55
H 5.62 -0.83 4.40
H -1.90 -5.02 4.21
H -2.53 -5.51 5.77
H 1.06 0.81 -2.18
H 1.59 1.86 1.97
H -2.35 -2.92 0.81
H -7.59 1.03 -2.52
H 2.01 -1.62 -2.98
H -2.66 -0.62 -3.17
H 5.15 0.52 5.47
H 0.80 0.00 -3.75
H 7.23 0.72 -4.23
H 1.94 0.08 0.73
H -6.25 4.28 -1.80
H -0.27 -6.22 5.69
H -0.77 -0.44 0.66
H -3.47 5.48 1.02
H -7.67 3.28 -1.72
H 3.25 -1.12 -1.80
H 0.21 -3.58 -2.08
H -6.38 2.90 0.27
H -6.94 0.73 -4.12
H 1.39 1.67 -3.70
H 4.12 2.68 3.48
H 2.19 -3.26 5.36
H 4.18 -2.74 -3.26
H 2.47 3.09 3.91
H 7.16 2.61 3.63
H -6.08 4.67 -3.91
H 5.62 -1.13 -6.65
H 3.68 -0.29 2.91
H 7.70 1.23 4.61
H 2.93 -0.13 -5.58
H -1.81 -4.57 1.19
H -6.55 1.47 -0.69
H 2.63 3.24 1.55
H -7.48 3.84 -4.57
H -3.30 -3.95 1.92
H -5.28 2.22 -3.27
H 4.98 -1.22 -3.61
H -0.68 -2.37 5.07
H -1.41 -2.63 -3.73
H 2.26 -4.80 6.25
H -2.18 -1.54 5.47
H 3.26 -0.78 4.54
H 7.42 0.90 -5.99
H 3.50 -0.15 -0.08
H -0.42 -4.91 6.89
H 2.44 1.18 -0.58
```

Summary:
Molar mass: 874.88 Da
Energy: -3591.5362 a.u.
Frontier orbital gap: 7.4 eV
HOMO level: -8.6 eV
Total charge: 0

Here are the Mulliken charges for atoms 1 to 8, given in e:
1. I 0.026
2. S -0.401
3. S 0.134
4. P 0.123
5. O -0.210
6. O -0.255
7. O -0.272
8. O -0.461

=====

Entry 4:
Formula: C35H60N13O3P
Source: OMol25
Level of theory: ωB97M-V/def2-TZVPD

The geometry in XYZ format:
```
112
Properties=species:S:1:pos:R:3
P -2.73 1.60 3.04
O 0.36 4.91 1.25
O -2.05 -2.34 4.87
O -0.43 3.23 3.53
N -2.85 7.27 -2.39
N 1.48 -0.61 3.97
N -3.43 0.74 1.64
N -1.89 -6.37 -0.90
N 4.67 4.04 2.00
N -3.36 1.21 8.47
N 2.33 1.10 -1.18
N 0.13 -3.98 -6.59
N 5.68 -1.64 1.11
N 7.84 0.38 -1.09
N -2.78 -3.49 -3.77
N -3.48 -3.93 -9.86
N 2.38 -4.54 -1.99
C -3.30 -3.92 -4.71
C 8.27 -0.70 -1.09
C 0.22 4.57 -0.20
C 5.07 -0.06 3.13
C -3.12 7.97 -1.50
C -2.44 -5.71 -0.11
C -1.53 -2.23 -9.35
C 5.06 2.93 -0.36
C -2.62 -3.18 -9.64
C -3.21 1.47 0.33
C 1.40 4.06 1.84
C -4.33 1.64 8.00
C -2.47 0.45 4.55
C -2.20 0.68 -0.71
C -0.01 -4.12 -3.03
C -0.66 5.71 -1.04
C 3.30 -1.35 -1.17
C -2.98 -2.27 3.52
C -3.46 8.85 -0.37
C 1.02 3.38 3.28
C -0.93 2.20 2.61
C 1.33 -4.35 -2.45
C 8.81 -2.07 -1.09
C -1.79 -1.09 3.96
C 0.56 -5.06 -6.59
C 1.11 -6.43 -6.58
C 1.38 -0.63 5.13
C -3.13 -4.89 0.90
C 4.84 3.55 0.96
C 1.24 -0.66 6.59
C -5.57 2.18 7.41
C -3.97 -4.46 -5.91
C 5.41 -0.94 2.00
C 2.76 0.02 -1.17
C -0.88 0.02 0.00
H -6.29 1.39 7.18
H -3.90 -5.45 1.43
H -2.80 -0.19 -1.20
H -3.69 -3.91 -6.81
H 2.36 4.74 2.01
H -1.04 2.73 1.55
H 1.50 -1.64 7.00
H -1.19 5.12 -1.93
H 2.50 -2.10 -1.17
H -1.49 6.12 -0.32
H 3.93 -1.53 -0.29
H -0.37 3.55 -0.36
H -3.45 0.13 5.10
H 4.96 -0.62 4.06
H -2.70 9.61 -0.21
H 1.77 3.19 1.12
H -0.03 0.83 0.23
H 1.73 -6.61 -5.70
H -1.22 -2.28 -8.30
H 5.84 0.71 3.29
H -2.92 2.62 0.46
H 4.19 3.05 -1.01
H 0.07 6.54 -1.43
H -5.37 2.72 6.48
H -2.43 -4.50 1.65
H 3.92 -1.54 -2.06
H -4.41 9.38 -0.54
H -3.62 -4.02 0.44
H 1.53 2.31 3.33
H -2.36 -2.58 2.58
H 4.12 0.47 2.96
H 0.22 -0.44 6.91
H -6.07 2.88 8.09
H 8.02 -2.82 -1.08
H 1.73 -6.62 -7.47
H -4.27 1.50 -0.22
H -3.57 8.29 0.57
H 1.54 4.03 4.12
H 5.26 1.86 -0.28
H 9.43 -2.26 -1.97
H -1.88 1.46 -1.54
H -5.06 -4.42 -5.82
H 1.27 4.41 -0.73
H -1.84 -1.20 -9.55
H -0.41 -0.76 -0.76
H -0.79 -4.63 -2.47
H -1.09 -0.57 0.99
H -0.26 -3.05 -3.04
H 0.31 -7.18 -6.58
H -1.61 0.82 5.25
H -0.74 -1.04 3.27
H -3.16 -0.26 1.59
H -0.19 1.26 2.50
H 9.44 -2.25 -0.21
H -0.06 -4.47 -4.07
H -3.82 -1.46 3.57
H 5.91 3.38 -0.88
H -0.65 -2.43 -9.96
H 1.89 0.07 7.08
H -3.70 -5.51 -6.08
```

Summary:
Molar mass: 741.93 Da
Energy: -2648.0281 a.u.
Frontier orbital gap: 8.1 eV
HOMO level: -7.7 eV
Total charge: 0

Here are the Mulliken charges for atoms 1 to 8, given in e:
1. P -0.186
2. O -0.393
3. O -0.442
4. O -0.457
5. N -0.415
6. N -0.464
7. N -0.206
8. N -0.445